ORCA calculation (the ωB97M-V functional and the def2-TZVPD basis) on a single C23H23NO3S molecule.

SMILES: CS(=O)(=O)c1ccccc1C(=O)N(CCc1ccccc1)Cc1ccccc1
DFT total energy in hartree: -1568.91900
HOMO in eV: -8.878
Energy relative to the best compared isomer or geometry (same formula, charge and spin) in kcal/mol: 6.1

Cartesian coordinates (Å):
C: -2.02 1.44 2.84
S: -2.60 0.91 1.21
O: -4.01 1.15 1.11
O: -1.77 1.53 0.20
C: -2.32 -0.86 1.19
C: -3.40 -1.70 1.36
C: -3.19 -3.07 1.42
C: -1.90 -3.57 1.34
C: -0.82 -2.72 1.16
C: -1.03 -1.35 1.05
C: 0.13 -0.41 0.93
O: 0.64 0.04 1.96
N: 0.62 -0.17 -0.30
C: 1.72 0.77 -0.42
C: 1.24 2.18 -0.79
C: 2.27 3.20 -0.42
C: 2.46 3.54 0.91
C: 3.43 4.46 1.28
C: 4.22 5.05 0.31
C: 4.04 4.72 -1.02
C: 3.08 3.80 -1.38
C: -0.15 -0.46 -1.50
C: -0.44 -1.92 -1.70
C: -1.74 -2.36 -1.94
C: -2.00 -3.70 -2.12
C: -0.97 -4.63 -2.08
C: 0.32 -4.20 -1.85
C: 0.59 -2.85 -1.67
H: -2.65 0.96 3.58
H: -2.12 2.51 2.89
H: -0.99 1.13 2.94
H: -4.38 -1.27 1.44
H: -4.03 -3.74 1.55
H: -1.73 -4.63 1.41
H: 0.18 -3.11 1.10
H: 2.21 0.80 0.55
H: 2.42 0.39 -1.17
H: 1.02 2.24 -1.86
H: 0.31 2.37 -0.25
H: 1.84 3.07 1.67
H: 3.56 4.72 2.32
H: 4.97 5.77 0.60
H: 4.66 5.18 -1.78
H: 2.94 3.55 -2.42
H: 0.46 -0.11 -2.35
H: -1.08 0.12 -1.49
H: -2.54 -1.64 -1.97
H: -3.02 -4.03 -2.30
H: -1.18 -5.68 -2.22
H: 1.13 -4.92 -1.82
H: 1.60 -2.52 -1.49


ORCA calculation (the ωB97M-V functional and the def2-TZVPD basis) on C23H23NO5SSbSe4TeV as an isolated structure at a distorted geometry.

2S+1: 4
DFT total energy in hartree: -12777.54207
HOMO (alpha / beta) in eV: -4.825 / -4.760
Net charge: -1
Energy relative to the best compared isomer or geometry (same formula, charge and spin) in kcal/mol: 3.7

Cartesian coordinates (Å):
V: 0.15 -0.12 -0.49
O: -3.01 -1.59 0.63
S: -1.60 -1.52 0.93
O: -1.16 -2.25 2.08
O: -0.76 -1.86 -0.33
O: -1.13 -0.01 0.98
Se: 4.92 0.74 -2.71
Sb: 4.05 1.26 -0.55
Se: 5.52 1.28 1.42
Se: 3.31 3.44 0.21
Se: 2.33 -0.61 0.04
C: -5.65 -1.15 -7.26
C: -4.84 -0.79 -6.05
C: -3.93 0.26 -6.08
C: -3.18 0.61 -4.97
C: -2.24 1.78 -5.10
C: -3.34 -0.13 -3.79
Te: -2.37 0.29 -1.97
N: -0.50 0.34 -2.57
C: 0.25 1.44 -2.24
O: 0.15 1.94 -1.09
C: 1.17 2.00 -3.25
C: 1.80 3.22 -3.01
C: 2.62 3.75 -4.00
C: 2.80 3.07 -5.20
C: 2.18 1.85 -5.42
C: 1.36 1.32 -4.45
C: -2.90 2.31 -1.68
C: -2.20 3.38 -2.23
C: -2.58 4.68 -1.95
C: -3.68 4.90 -1.13
C: -4.37 3.83 -0.59
C: -4.00 2.51 -0.84
C: -4.79 1.39 -0.23
C: -4.25 -1.20 -3.73
C: -4.43 -2.10 -2.52
C: -4.98 -1.51 -4.87
H: -5.50 -0.43 -8.07
H: -6.71 -1.19 -7.03
H: -5.36 -2.13 -7.64
H: -3.81 0.83 -6.99
H: -1.72 1.74 -6.06
H: -1.47 1.79 -4.33
H: -2.79 2.72 -5.06
H: 1.68 3.71 -2.06
H: 3.13 4.69 -3.82
H: 3.46 3.49 -5.96
H: 2.36 1.31 -6.34
H: 0.88 0.36 -4.59
H: -1.33 3.21 -2.86
H: -2.02 5.51 -2.37
H: -3.98 5.91 -0.90
H: -5.22 4.02 0.06
H: -5.56 1.78 0.43
H: -4.16 0.70 0.35
H: -5.30 0.79 -1.00
H: -4.24 -1.64 -1.56
H: -3.75 -2.95 -2.60
H: -5.45 -2.49 -2.51
H: -5.68 -2.34 -4.84


ORCA calculation (the ωB97M-V functional and the def2-TZVPD basis) on C23H24BBrF6GaN8O2Sb as an isolated structure.

DFT total energy in hartree: -6842.19511
HOMO (alpha / beta) in eV: -14.462 / -14.465
Net charge: +2
Energy relative to the best compared isomer or geometry (same formula, charge and spin) in kcal/mol: 3.4

Cartesian coordinates (Å):
Ga: -0.92 0.32 -0.04
C: -0.31 1.27 3.31
C: 0.40 0.11 2.70
C: 1.43 -0.68 3.22
C: 1.72 -1.60 2.24
N: 0.90 -1.39 1.19
N: 0.09 -0.34 1.49
B: 0.61 -2.22 -0.09
N: -0.86 -2.63 -0.14
C: -1.49 -3.81 -0.31
C: -2.84 -3.59 -0.34
C: -3.00 -2.20 -0.20
C: -4.28 -1.45 -0.19
N: -1.80 -1.63 -0.09
N: 0.95 -1.39 -1.35
C: 1.66 -1.60 -2.48
C: 1.35 -0.62 -3.39
C: 0.39 0.18 -2.78
C: -0.33 1.38 -3.30
N: 0.15 -0.30 -1.56
N: 1.47 -3.53 0.07
C: 1.21 -4.53 1.06
C: 2.20 -5.45 0.96
C: 3.04 -5.00 -0.07
C: 4.25 -5.58 -0.65
N: 2.53 -3.79 -0.58
H: 0.40 2.04 3.61
H: -0.86 0.96 4.20
H: -1.03 1.72 2.61
H: 1.91 -0.57 4.17
H: 2.47 -2.37 2.23
H: -0.94 -4.74 -0.43
H: -3.62 -4.32 -0.46
H: -5.11 -2.14 -0.35
H: -4.32 -0.69 -0.96
H: -4.44 -0.95 0.77
H: 2.36 -2.41 -2.55
H: 1.76 -0.50 -4.38
H: 0.38 2.14 -3.61
H: -1.00 1.82 -2.56
H: -0.92 1.10 -4.17
H: 0.36 -4.44 1.71
H: 2.32 -6.35 1.55
H: 4.57 -6.48 -0.13
H: 5.06 -4.83 -0.63
H: 4.08 -5.80 -1.71
F: -2.67 0.92 0.01
Sb: -3.88 2.64 0.37
F: -2.70 3.33 -0.92
F: -2.64 3.19 1.67
F: -4.94 4.14 0.60
F: -4.56 1.45 1.63
F: -4.94 1.88 -0.96
Br: 3.88 6.85 0.15
C: 2.26 6.06 0.06
C: 1.09 6.88 -0.04
C: -0.12 6.27 -0.11
C: -0.21 4.86 -0.08
C: 0.95 4.05 0.02
C: 2.18 4.64 0.09
C: 0.83 2.53 0.06
O: 1.82 1.84 0.15
O: -0.40 2.15 -0.03
H: 1.20 7.95 -0.07
H: -1.03 6.85 -0.19
H: -1.17 4.36 -0.13
H: 3.07 4.03 0.17